[1]
This record from OMol25 describes the molecule C5H11NO2. The level of theory is ωB97M-V/def2-TZVPD.

Element x y z (Å)
O  -0.142  -0.796  2.725
C  -1.039  -0.728  1.938
O  -2.252  -1.244  2.180
C  -1.002  -0.269  0.433
C  0.398  0.341  0.188
C  0.766  1.384  -0.880
C  1.968  0.857  -1.739
N  -1.200  -1.480  -0.312
H  -2.408  -1.646  3.032
H  -1.762  0.510  0.339
H  0.632  0.768  1.174
H  1.087  -0.508  0.243
H  -0.088  1.702  -1.490
H  0.932  2.348  -0.393
H  1.471  0.200  -2.454
H  2.606  0.171  -1.201
H  2.417  1.758  -2.140
H  -2.042  -1.682  -0.835
H  -0.341  -1.688  -0.806

HOMO level   -9.1 eV
Multiplicity   1
DFT total energy   -402.3312 a.u.
Frontier orbital gap   9.90 eV
SMILES   CCC[C@@H](N)C(=O)O

Here are the Mulliken charges for atoms 1 to 4, given in e: atom 1 (O): -0.563, atom 2 (C): 0.308, atom 3 (O): -0.438, atom 4 (C): 0.502

[2]
This record from OMol25 describes a cluster of 3 separate species, C5H11NO2 in total. The level of theory is ωB97M-V/def2-TZVPD.

Element x y z (Å)
C  -0.697  2.487  0.692
C  0.810  -0.930  1.846
C  -0.407  -1.217  -0.246
C  2.112  -0.482  -0.246
C  0.877  -0.837  0.591
N  -0.544  1.521  -0.017
O  -1.193  3.495  1.108
O  -2.111  0.423  -2.065
H  -0.055  0.476  0.299
H  1.670  -0.554  2.469
H  -0.035  -1.014  2.434
H  -0.629  -0.460  -1.106
H  -1.362  -1.042  0.310
H  -0.391  -2.263  -0.647
H  1.870  0.323  -0.882
H  2.762  -0.083  0.474
H  2.320  -1.398  -0.838
H  -2.622  0.556  -2.861
H  -2.374  0.998  -1.314

HOMO level   -10.2 eV
Multiplicity   1
DFT total energy   -402.2523 a.u.
Frontier orbital gap   10.65 eV
SMILES   C=C(C)C.N=C=O.O

Here are the Mulliken charges for atoms 1 to 4, given in e: atom 1 (C): 0.505, atom 2 (C): -0.755, atom 3 (C): -1.214, atom 4 (C): -1.053

[3]
This record from OMol25 describes the molecule C5H11NO2. The level of theory is ωB97M-V/def2-TZVPD.

Element x y z (Å)
C  1.412  -1.147  0.538
N  0.738  0.232  0.500
C  -0.652  0.126  0.256
C  -1.601  1.381  0.376
O  -1.209  2.314  -0.657
C  -0.925  -0.565  -1.067
O  -0.692  -1.589  -1.623
C  2.615  -1.011  1.426
H  0.733  -1.931  0.903
H  1.735  -1.570  -0.500
H  1.278  0.688  -0.323
H  -1.090  -0.725  0.989
H  -1.510  2.008  1.299
H  -2.500  1.035  0.031
H  -0.873  2.993  -0.109
H  -1.564  0.152  -1.678
H  2.438  -1.373  2.426
H  3.603  -1.423  0.991
H  2.711  0.020  1.542

HOMO level   -8.7 eV
Multiplicity   1
DFT total energy   -402.2467 a.u.
Frontier orbital gap   9.47 eV
SMILES   CCN[C@H](C=O)CO

Here are the Mulliken charges for atoms 1 to 4, given in e: atom 1 (C): -0.273, atom 2 (N): -0.401, atom 3 (C): 0.417, atom 4 (C): -1.021

[4]
This record from OMol25 describes the molecule C5H11NO2. The level of theory is ωB97M-V/def2-TZVPD.

Element x y z (Å)
C  0.355  0.396  -1.127
C  1.095  -0.701  -1.913
O  0.118  -1.583  -2.450
C  -0.188  -0.097  0.171
N  -0.212  0.717  1.268
C  -0.454  0.141  2.607
C  -0.155  2.153  1.172
O  -0.655  -1.232  0.251
H  -0.451  0.805  -1.744
H  1.045  1.235  -0.943
H  1.601  -0.331  -2.803
H  1.776  -1.220  -1.228
H  -0.341  -1.993  -1.713
H  -0.304  0.907  3.357
H  -1.486  -0.213  2.588
H  0.236  -0.686  2.746
H  0.537  2.543  0.430
H  0.218  2.609  2.095
H  -1.125  2.634  0.982

HOMO level   -9.4 eV
Multiplicity   1
DFT total energy   -402.3423 a.u.
Frontier orbital gap   10.15 eV
SMILES   CN(C)C(=O)CCO

Here are the Mulliken charges for atoms 1 to 4, given in e: atom 1 (C): -0.312, atom 2 (C): -0.602, atom 3 (O): -0.543, atom 4 (C): 0.559

[5]
This record from OMol25 describes a cluster of 2 separate species, C5H11NO2 in total. The level of theory is ωB97M-V/def2-TZVPD.

Element x y z (Å)
O  0.999  0.891  1.733
C  -0.173  0.527  1.802
N  -0.593  -0.496  0.916
C  -2.004  -0.639  0.521
C  0.779  0.120  -2.339
C  2.168  -0.401  -2.707
O  0.011  -0.820  -1.734
C  -1.164  1.008  2.673
H  -0.019  -0.512  0.061
H  -2.437  0.323  0.236
H  -2.003  -1.278  -0.356
H  0.290  0.526  -3.249
H  2.080  -1.283  -3.349
H  2.684  -0.754  -1.811
H  2.757  0.323  -3.276
H  0.919  1.003  -1.681
H  -2.151  0.576  2.719
H  -2.566  -1.097  1.336
H  -0.826  1.755  3.381

HOMO level   -8.0 eV
Multiplicity   1
DFT total energy   -402.1133 a.u.
Frontier orbital gap   3.59 eV

Here are the Mulliken charges for atoms 1 to 4, given in e: atom 1 (O): -0.610, atom 2 (C): 0.632, atom 3 (N): -0.112, atom 4 (C): -0.991

[6]
This record from OMol25 describes a structure of composition C5H11NO2. The level of theory is ωB97M-V/def2-TZVPD.

Element x y z (Å)
C  -0.640  -0.869  1.309
C  -0.649  0.036  0.015
C  -1.163  -0.628  -1.178
C  -1.243  1.492  0.208
C  1.696  -0.623  -0.240
H  -1.750  -0.667  1.774
H  -0.409  -2.024  0.644
H  0.386  -0.664  2.066
H  -2.175  -1.309  -0.836
H  -0.157  -1.325  -1.559
H  -1.534  0.298  -2.021
H  -1.142  2.098  -0.581
H  -0.431  2.011  0.953
H  -2.251  1.628  0.447
H  1.029  -1.574  -0.534
H  3.136  1.523  -0.356
N  2.969  -0.551  0.048
O  0.648  0.495  -0.175
O  3.684  0.654  0.015

HOMO level   -9.4 eV
Multiplicity   1
DFT total energy   -402.0567 a.u.
Frontier orbital gap   9.87 eV

Here are the Mulliken charges for atoms 1 to 4, given in e: atom 1 (C): -0.721, atom 2 (C): 0.743, atom 3 (C): -0.709, atom 4 (C): -1.826